1.
C31H33BrIrN5O2S as an isolated structure in a non-equilibrium geometry. Source: OMol25; level of theory: ωB97M-V/def2-TZVPD.

The relative energy (zero: lowest compared OMol25 entry of this formula, charge and spin) comes out at 0.0 kcal per mole. The gap between HOMO and LUMO (alpha / beta) comes out at 0.1949 / 0.2041 Ha. Its multiplicity is 5. The expectation value of S² is 6.067. As for the highest occupied orbital energy (alpha / beta): -6.02 / -7.98 eV. As for the net charge: 0. For the total energy, the calculation gives -4701.7549 Eh.

Last column: Mulliken charge in e.
CARTESIAN COORDINATES (ANGSTROEM)
1 Ir -0.8136 -0.3647 -0.2259  1.1244
2 Br -2.2372 6.7426 -0.7854  -0.2164
3 C -1.9469 4.8903 -1.0100  -0.2040
4 C -1.2918 4.4661 -2.1862  -0.3660
5 C -1.0074 3.1743 -2.3185  -0.5654
6 C -1.3077 2.2558 -1.3009  0.7259
7 O -0.8295 1.0160 -1.6139  -0.4694
8 C -2.1568 2.6212 -0.2183  0.2945
9 C -2.6365 1.8493 0.8210  -0.8225
10 N -2.3428 0.4863 0.9620  -0.1024
11 C -2.8232 -0.2822 1.9811  0.1978
12 C -3.9064 -0.0317 2.8195  -0.9261
13 C -4.2217 -0.8625 3.8790  -0.8100
14 C -3.4486 -1.9777 4.2106  -0.8826
15 C -2.3492 -2.3139 3.3564  0.4185
16 C -1.4144 -3.3730 3.6090  -0.7188
17 C -0.3444 -3.5815 2.7666  -1.0299
18 C -0.1847 -2.7547 1.6125  -0.3280
19 N -1.0052 -1.7500 1.3737  0.4791
20 C -2.0541 -1.4888 2.2414  1.0109
21 C -2.3934 4.0348 -0.1073  -0.8794
22 H -1.0174 5.2040 -2.9335  0.4394
23 H -0.4743 2.7791 -3.1946  0.4377
24 H -3.3096 2.2249 1.5655  0.1928
25 H -4.5093 0.8982 2.7329  0.3492
26 H -5.0419 -0.7466 4.5792  0.3838
27 H -3.7477 -2.5936 5.0585  0.3849
28 H -1.5734 -3.9053 4.5541  0.4013
29 H 0.4047 -4.2806 2.9924  0.5043
30 H 0.6341 -2.9820 0.9321  0.5069
31 H -2.9285 4.3530 0.7797  0.4638
32 N -4.5285 -4.7796 -4.8928  -0.5386
33 C -3.7913 -4.0857 -4.3002  -0.1618
34 C -2.9545 -3.3069 -3.3954  0.4976
35 C -2.0094 -2.3859 -3.8509  -0.6882
36 C -1.2921 -1.6215 -2.9601  0.0777
37 C -1.5694 -1.7542 -1.5881  0.2315
38 C -2.4949 -2.7021 -1.1302  0.1138
39 C -3.1585 -3.4856 -2.0434  -0.8693
40 H -1.8729 -2.3094 -4.9435  0.4114
41 H -0.6119 -0.8188 -3.2911  0.3813
42 H -2.6950 -2.7958 -0.0563  0.2879
43 H -3.8547 -4.2478 -1.6919  0.4185
44 C 5.7040 -1.9001 -1.2754  -1.1860
45 C 4.6696 -1.3223 -0.3191  -0.5883
46 N 3.9584 -0.1867 -0.8472  0.1186
47 C 2.8352 -0.1851 -1.5745  0.3284
48 S 1.9666 -1.5698 -2.0301  -0.2609
49 N 2.4159 1.0320 -1.9558  -0.0001
50 C 2.9117 2.3146 -1.4310  -0.5550
51 C 4.0537 2.8608 -2.2715  -1.2700
52 H 6.1478 -2.7582 -0.8055  0.4159
53 H 6.5354 -1.1655 -1.5073  0.2946
54 H 5.1686 -2.1727 -2.1817  0.2824
55 H 5.1811 -1.0277 0.6186  0.3979
56 H 3.9198 -2.0947 -0.1015  0.2717
57 H 4.5375 0.6528 -0.9111  0.1254
58 H 1.4600 1.0722 -2.2245  -0.0086
59 H 3.2306 2.1091 -0.3909  0.3107
60 H 2.0636 2.9869 -1.3691  0.4495
61 H 4.9529 2.2711 -2.1549  0.2795
62 H 4.2443 3.8779 -1.9676  0.4080
63 H 3.8610 2.8048 -3.3263  0.3334
64 C 0.6716 2.4141 2.1897  -1.2311
65 C 0.7935 0.8432 2.0003  0.9679
66 C 2.0633 0.2326 2.6685  -1.4192
67 O 0.7470 0.4410 0.6849  -0.4190
68 H 0.3761 2.6529 3.2511  0.2704
69 H 0.0240 2.8954 1.4641  0.2654
70 H 1.6826 2.8111 2.0376  0.3720
71 H -0.0850 0.4440 2.4395  -0.0271
72 H 2.9340 0.6445 2.1904  0.2772
73 H 2.0253 -0.8406 2.5458  0.2980
74 H 2.0618 0.4489 3.7660  0.3422

2.
CH3MgO2Yb as an isolated structure in a non-equilibrium geometry. Source: OMol25; level of theory: ωB97M-V/def2-TZVPD.

The gap between HOMO and LUMO (alpha / beta) comes out at 0.2212 / 0.2338 Ha. Its multiplicity is 2. The expectation value of S² is 0.753. As for the highest occupied orbital energy (alpha / beta): -6.86 / -8.23 eV. As for the net charge: 0. For the total energy, the calculation gives -1549.0589 Eh.

Last column: Mulliken charge in e.
CARTESIAN COORDINATES (ANGSTROEM)
1 O 0.6455 -0.8630 0.9121  -0.8243
2 C 1.1878 0.0902 0.0695  0.1118
3 O 0.1512 0.7808 -0.5782  -0.4456
4 H 1.8764 -0.3647 -0.6785  0.1894
5 H 1.7642 0.8596 0.6317  0.1783
6 Mg -1.2102 -0.5252 0.4066  0.5550
7 Yb -1.4001 1.3695 -2.1179  0.5262
8 H -3.0149 -1.3472 1.3548  -0.2907

What did the second record say?
CH3MgO2Yb as an isolated structure in a non-equilibrium geometry. Source: OMol25; level of theory: ωB97M-V/def2-TZVPD.

The gap between HOMO and LUMO (alpha / beta) comes out at 0.2212 / 0.2338 Ha. Its multiplicity is 2. The expectation value of S² is 0.753. As for the highest occupied orbital energy (alpha / beta): -6.86 / -8.23 eV. As for the net charge: 0. For the total energy, the calculation gives -1549.0589 Eh.

Last column: Mulliken charge in e.
CARTESIAN COORDINATES (ANGSTROEM)
1 O 0.6455 -0.8630 0.9121  -0.8243
2 C 1.1878 0.0902 0.0695  0.1118
3 O 0.1512 0.7808 -0.5782  -0.4456
4 H 1.8764 -0.3647 -0.6785  0.1894
5 H 1.7642 0.8596 0.6317  0.1783
6 Mg -1.2102 -0.5252 0.4066  0.5550
7 Yb -1.4001 1.3695 -2.1179  0.5262
8 H -3.0149 -1.3472 1.3548  -0.2907